[1]
DFT (the ωB97M-V functional and the def2-TZVPD basis) results for a cluster of 9 separate species, C63H90B2N11O6 in total.

Computed properties:
**Total energy**: -96817.24909 eV
**Charge**: +1
**Highest occupied orbital energy**: -10.83 eV
**LUMO**: -3.35 eV

Each atom is followed by the atoms it is bonded to, with distances in Å.
CARTESIAN COORDINATES (ANGSTROEM)
1 C 3.003 0.178 3.900  C2 1.523, H35 1.078, H36 1.084, H37 1.086
2 C 1.575 0.073 4.418  C1 1.523, C3 1.542, H38 1.085, H39 1.092
3 C 0.884 -1.296 4.257  C2 1.542, C4 1.532, H40 1.093, H41 1.086
4 C 1.749 -2.526 4.548  C3 1.532, C5 1.537, H42 1.088, H43 1.085
5 C 2.043 -3.422 3.334  C4 1.537, C6 1.537, H44 1.085, H45 1.089
6 C 2.566 -2.730 2.065  C5 1.537, C7 1.554, H46 1.082, H47 1.083
7 C 2.094 -3.489 0.794  C6 1.554, C8 1.540, H48 1.086, H49 1.089
8 C 3.189 -4.383 0.184  C7 1.540, C9 1.535, H50 1.085, H51 1.086
9 C 3.553 -4.143 -1.288  C8 1.535, C10 1.541, H52 1.088, H53 1.086
10 C 4.678 -3.117 -1.527  C9 1.541, C11 1.533, H54 1.088, H55 1.088
11 C 4.293 -1.954 -2.448  C10 1.533, C12 1.546, H56 1.081, H57 1.083
12 C 3.410 -0.900 -1.741  C11 1.546, C13 1.550, H58 1.088, H59 1.089
13 C 4.180 0.445 -1.712  C12 1.550, C14 1.542, H60 1.082, H61 1.086
14 C 3.246 1.661 -1.542  C13 1.542, C15 1.545, H62 1.082, H63 1.090
15 C 3.736 2.698 -0.507  C14 1.545, C16 1.541, H64 1.087, H65 1.085
16 C 2.529 3.423 0.119  C15 1.541, C17 1.555, H66 1.083, H67 1.089
17 C 1.721 4.108 -1.019  C16 1.555, C18 1.523, H68 1.087, H69 1.085
18 C 0.433 3.416 -1.441  C17 1.523, C19 1.528, H70 1.090, H71 1.088
19 C -0.564 3.251 -0.295  C18 1.528, C20 1.521, H72 1.086, H73 1.087
20 C -1.610 2.188 -0.591  C19 1.521, N21 1.476, H74 1.078, H75 1.083
21 N -1.134 0.888 -0.079  C20 1.476, C22 1.284, H76 1.015
22 C -1.873 -0.160 -0.010  N21 1.284, N23 1.372, N34 1.417
23 N -1.374 -1.324 0.517  C22 1.372, C24 1.485, H77 1.014
24 C -2.028 -2.579 0.068  N23 1.485, O25 1.398, H78 1.082, H79 1.090
25 O -3.334 -2.413 -0.402  C24 1.398, C26 1.404
26 C -3.422 -1.314 -1.271  O25 1.404, O27 1.397, B31 1.616, N34 1.482
27 O -4.726 -1.322 -1.770  C26 1.397, B28 1.416
28 B -5.213 -0.049 -2.152  O27 1.416, O29 1.377, O30 1.366
29 O -4.866 0.571 -3.331  B28 1.377, H80 0.966
30 O -6.136 0.568 -1.355  B28 1.366, H81 0.962
31 B -2.458 -1.398 -2.565  C26 1.616, O32 1.374, O33 1.374
32 O -1.713 -0.330 -3.004  B31 1.374, H82 0.969
33 O -2.441 -2.587 -3.253  B31 1.374, H83 0.965
34 N -3.213 -0.087 -0.467  C22 1.417, C26 1.482, H84 1.023
35 H 3.676 -0.572 4.282  C1 1.078
36 H 3.406 1.127 4.237  C1 1.084
37 H 3.060 0.206 2.816  C1 1.086
38 H 1.487 0.391 5.451  C2 1.085
39 H 0.985 0.789 3.842  C2 1.092
40 H 0.464 -1.429 3.257  C3 1.093
41 H 0.023 -1.300 4.921  C3 1.086
42 H 1.178 -3.146 5.236  C4 1.088
43 H 2.671 -2.285 5.067  C4 1.085
44 H 1.157 -4.014 3.124  C5 1.085
45 H 2.814 -4.124 3.647  C5 1.089
46 H 3.645 -2.797 2.062  C6 1.082
47 H 2.276 -1.689 1.987  C6 1.083
48 H 1.275 -4.156 1.044  C7 1.086
49 H 1.682 -2.801 0.057  C7 1.089
50 H 4.115 -4.312 0.746  C8 1.085
51 H 2.837 -5.409 0.237  C8 1.086
52 H 2.684 -3.918 -1.903  C9 1.088
53 H 3.938 -5.092 -1.650  C9 1.086
54 H 5.491 -3.634 -2.032  C10 1.088
55 H 5.088 -2.745 -0.591  C10 1.088
56 H 5.197 -1.455 -2.768  C11 1.081
57 H 3.770 -2.363 -3.303  C11 1.083
58 H 2.460 -0.776 -2.258  C12 1.088
59 H 3.171 -1.174 -0.714  C12 1.089
60 H 4.722 0.525 -2.645  C13 1.082
61 H 4.829 0.387 -0.843  C13 1.086
62 H 3.092 2.149 -2.496  C14 1.082
63 H 2.300 1.288 -1.150  C14 1.090
64 H 4.320 3.471 -0.999  C15 1.087
65 H 4.315 2.173 0.247  C15 1.085
66 H 2.855 4.208 0.790  C16 1.083
67 H 1.954 2.664 0.647  C16 1.089
68 H 1.449 5.105 -0.680  C17 1.087
69 H 2.360 4.205 -1.892  C17 1.085
70 H 0.603 2.465 -1.946  C18 1.090
71 H -0.054 4.062 -2.169  C18 1.088
72 H -1.117 4.183 -0.221  C19 1.086
73 H -0.104 3.111 0.680  C19 1.087
74 H -2.524 2.481 -0.101  C20 1.078
75 H -1.746 2.102 -1.661  C20 1.083
76 H -0.172 0.803 0.233  N21 1.015
77 H -1.317 -1.262 1.528  N23 1.014
78 H -2.088 -3.237 0.925  C24 1.082
79 H -1.379 -3.092 -0.642  C24 1.090
80 H -4.096 1.131 -3.166  O29 0.966
81 H -6.028 0.293 -0.440  O30 0.962
82 H -0.826 -0.654 -3.221  O32 0.969
83 H -1.801 -3.181 -2.844  O33 0.965
84 H -3.761 -0.173 0.393  N34 1.023
85 N -2.106 6.352 2.115  C86 1.332, C90 1.332
86 C -2.894 7.341 1.697  N85 1.332, C87 1.387, H91 1.084
87 C -4.268 7.364 1.888  C86 1.387, C88 1.385, H92 1.081
88 C -4.858 6.299 2.547  C87 1.385, C89 1.386, H93 1.082
89 C -4.054 5.259 2.988  C88 1.386, C90 1.386, H94 1.081
90 C -2.691 5.338 2.749  N85 1.332, C89 1.386, H95 1.086
91 H -2.391 8.153 1.184  C86 1.084
92 H -4.858 8.195 1.528  C87 1.081
93 H -5.927 6.279 2.714  C88 1.082
94 H -4.475 4.409 3.506  C89 1.081
95 H -2.021 4.551 3.081  C90 1.086
96 N -0.573 -5.721 -1.617  C97 1.333, C101 1.334
97 C -0.188 -6.796 -0.929  N96 1.333, C98 1.386, H102 1.084
98 C -0.194 -8.081 -1.448  C97 1.386, C99 1.386, H103 1.081
99 C -0.628 -8.264 -2.752  C98 1.386, C100 1.385, H104 1.082
100 C -1.034 -7.160 -3.483  C99 1.385, C101 1.383, H105 1.081
101 C -0.984 -5.921 -2.870  N96 1.334, C100 1.383, H106 1.084
102 H 0.142 -6.609 0.087  C97 1.084
103 H 0.132 -8.917 -0.845  C98 1.081
104 H -0.648 -9.253 -3.192  C99 1.082
105 H -1.380 -7.257 -4.503  C100 1.081
106 H -1.283 -5.026 -3.404  C101 1.084
107 N 2.676 -0.615 -5.136  C108 1.333, C112 1.333
108 C 3.482 0.248 -5.753  N107 1.333, C109 1.386, H113 1.085
109 C 3.800 0.177 -7.100  C108 1.386, C110 1.385, H114 1.081
110 C 3.254 -0.850 -7.851  C109 1.385, C111 1.385, H115 1.082
111 C 2.414 -1.759 -7.228  C110 1.385, C112 1.385, H116 1.081
112 C 2.159 -1.596 -5.876  N107 1.333, C111 1.385, H117 1.086
113 H 3.891 1.034 -5.127  C108 1.085
114 H 4.460 0.908 -7.548  C109 1.081
115 H 3.478 -0.941 -8.906  C110 1.082
116 H 1.968 -2.576 -7.777  C111 1.081
117 H 1.507 -2.285 -5.349  C112 1.086
118 N 3.933 7.360 -0.253  C119 1.332, C123 1.332
119 C 4.233 7.128 -1.530  N118 1.332, C120 1.386, H124 1.085
120 C 4.186 8.093 -2.523  C119 1.386, C121 1.385, H125 1.081
121 C 3.804 9.377 -2.171  C120 1.385, C122 1.385, H126 1.082
122 C 3.488 9.640 -0.848  C121 1.385, C123 1.387, H127 1.081
123 C 3.569 8.601 0.067  N118 1.332, C122 1.387, H128 1.084
124 H 4.525 6.108 -1.759  C119 1.085
125 H 4.442 7.845 -3.544  C120 1.081
126 H 3.754 10.161 -2.915  C121 1.082
127 H 3.185 10.628 -0.531  C122 1.081
128 H 3.334 8.763 1.113  C123 1.084
129 N -1.480 -2.871 6.575  C130 1.332, C134 1.333
130 C -2.558 -2.089 6.587  N129 1.332, C131 1.387, H135 1.085
131 C -3.819 -2.518 6.973  C130 1.387, C132 1.385, H136 1.081
132 C -3.971 -3.837 7.367  C131 1.385, C133 1.385, H137 1.082
133 C -2.863 -4.667 7.360  C132 1.385, C134 1.386, H138 1.081
134 C -1.647 -4.137 6.958  N129 1.333, C133 1.386, H139 1.085
135 H -2.392 -1.064 6.270  C130 1.085
136 H -4.658 -1.836 6.968  C131 1.081
137 H -4.939 -4.211 7.677  C132 1.082
138 H -2.937 -5.703 7.661  C133 1.081
139 H -0.753 -4.751 6.942  C134 1.085
140 N -8.925 -1.639 1.251  C141 1.331, C145 1.332
141 C -9.091 -2.177 2.458  N140 1.331, C142 1.388, H146 1.084
142 C -8.054 -2.693 3.222  C141 1.388, C143 1.384, H147 1.081
143 C -6.772 -2.653 2.702  C142 1.384, C144 1.387, H148 1.083
144 C -6.580 -2.099 1.445  C143 1.387, C145 1.387, H149 1.083
145 C -7.685 -1.606 0.767  N140 1.332, C144 1.387, H150 1.084
146 H -10.111 -2.192 2.824  C141 1.084
147 H -8.249 -3.118 4.197  C142 1.081
148 H -5.936 -3.051 3.264  C143 1.083
149 H -5.595 -2.057 0.996  C144 1.083
150 H -7.585 -1.167 -0.219  C145 1.084
151 N -6.176 2.557 -7.000  C152 1.333, C156 1.332
152 C -5.778 1.536 -6.241  N151 1.333, C153 1.386, H157 1.080
153 C -5.672 0.231 -6.698  C152 1.386, C154 1.385, H158 1.081
154 C -6.002 -0.031 -8.018  C153 1.385, C155 1.385, H159 1.083
155 C -6.420 1.016 -8.822  C154 1.385, C156 1.387, H160 1.081
156 C -6.487 2.285 -8.267  N151 1.332, C155 1.387, H161 1.084
157 H -5.536 1.784 -5.218  C152 1.080
158 H -5.341 -0.556 -6.035  C153 1.081
159 H -5.935 -1.036 -8.413  C154 1.083
160 H -6.687 0.855 -9.857  C155 1.081
161 H -6.806 3.134 -8.861  C156 1.084
162 N 5.871 0.615 5.108  C163 1.332, C167 1.333
163 C 6.245 1.879 4.912  N162 1.332, C164 1.386, H168 1.086
164 C 7.291 2.488 5.586  C163 1.386, C165 1.385, H169 1.081
165 C 7.989 1.745 6.523  C164 1.385, C166 1.385, H170 1.082
166 C 7.615 0.430 6.744  C165 1.385, C167 1.386, H171 1.081
167 C 6.556 -0.084 6.013  N162 1.333, C166 1.386, H172 1.085
168 H 5.669 2.426 4.171  C163 1.086
169 H 7.550 3.518 5.382  C164 1.081
170 H 8.812 2.184 7.073  C165 1.082
171 H 8.133 -0.185 7.467  C166 1.081
172 H 6.233 -1.110 6.152  C167 1.085

[2]
DFT (the ωB97M-V functional and the def2-TZVPD basis) results for the molecule C5H8O2.

Computed properties:
**Relative energy (zero: lowest compared OMol25 entry of this formula, charge and spin)**: 46.48 kcal/mol
**SMILES string**: O=CCC1(O)CC1
**Total energy**: -9407.81646 eV
**Charge**: 0
**Highest occupied orbital energy**: -9.64 eV
**LUMO**: 1.00 eV

Each atom is followed by the atoms it is bonded to, with distances in Å.
CARTESIAN COORDINATES (ANGSTROEM)
1 O 2.822 0.543 -0.303  C2 1.208
2 C 2.039 -0.301 0.061  O1 1.208, C3 1.535, H8 1.107
3 C 0.848 -0.016 0.987  C2 1.535, C4 1.530, H9 1.097, H10 1.098
4 C -0.267 0.038 -0.060  C3 1.530, O5 1.441, C6 1.493, C7 1.497
5 O 0.349 0.004 -1.362  C4 1.441, H11 0.972
6 C -1.545 -0.732 -0.113  C4 1.493, C7 1.513, H12 1.088, H13 1.085
7 C -1.565 0.781 -0.101  C4 1.497, C6 1.513, H14 1.086, H15 1.087
8 H 2.115 -1.358 -0.258  C2 1.107
9 H 1.019 0.928 1.518  C3 1.097
10 H 0.750 -0.825 1.724  C3 1.098
11 H 0.791 0.854 -1.525  O5 0.972
12 H -1.945 -1.233 0.765  C6 1.088
13 H -1.703 -1.248 -1.054  C6 1.085
14 H -1.724 1.288 -1.048  C7 1.086
15 H -1.985 1.279 0.770  C7 1.087

[3]
DFT (the ωB97M-V functional and the def2-TZVPD basis) results for a cluster of 2 separate species, C3H4Br2O in total.

Computed properties:
**Relative energy (zero: lowest compared OMol25 entry of this formula, charge and spin)**: 77.85 kcal/mol
**Total energy**: -145303.90775 eV
**Charge**: 0
**Highest occupied orbital energy (alpha / beta)**: -7.88 / -8.07 eV
**LUMO (alpha / beta)**: -0.24 / 0.46 eV

Each atom is followed by the atoms it is bonded to, with distances in Å.
CARTESIAN COORDINATES (ANGSTROEM)
1 C 0.668 -0.040 2.066  O4 1.174, H7 1.083
2 C 0.206 0.043 -1.354  C3 1.460, H8 1.224, H9 1.152, H10 1.019
3 C -0.850 -0.061 -0.351  C2 1.460, Br5 1.851, Br6 1.980
4 O 1.780 -0.314 1.805  C1 1.174
5 Br -1.697 -1.696 -0.161  C3 1.851
6 Br -1.952 1.544 0.006  C3 1.980
7 H 0.077 0.404 2.858  C1 1.083
8 H 1.092 -0.727 -1.004  C2 1.224
9 H 0.698 1.065 -1.554  C2 1.152
10 H -0.022 -0.219 -2.311  C2 1.019